Formula: C5H9NO2
Source: OMol25
Level of theory: ωB97M-V/def2-TZVPD

Values from the calculation:
- E_LUMO (eV) = -2.95
- energy relative to the best compared isomer or geometry (same formula, charge and spin) (eV) = 6.1399
- Kohn-Sham gap (eV) = 4.877
- HOMO level (eV) = -7.8

Bonds (Å) are listed after each position.
Cartesian coordinates (Å):
1 O 2.689 -0.656 -0.368  C2 1.214
2 C 2.314 -1.024 0.726  O1 1.214, C3 1.451, H9 1.095
3 C 0.986 -0.836 1.279  C2 1.451, C4 1.406, H10 1.080
4 C -0.084 -0.298 0.542  C3 1.406, C5 1.588, C6 1.567, H13 1.082
5 C 0.230 1.094 -0.156  C4 1.588, C6 1.479, H14 1.085, H15 1.082
6 C -0.032 -0.085 -1.009  C4 1.567, C5 1.479, N7 1.396, H17 1.084
7 N -1.248 -0.117 -1.694  C6 1.396, H12 1.060, H16 1.014
8 O -2.375 1.196 0.230  H11 0.962
9 H 3.008 -1.522 1.411  C2 1.095
10 H 0.803 -1.100 2.311  C3 1.080
11 H -3.194 1.631 0.484  O8 0.962
12 H -1.985 0.363 -1.101  N7 1.060
13 H -1.057 -0.356 1.011  C4 1.082
14 H -0.559 1.834 -0.066  C5 1.085
15 H 1.260 1.423 -0.112  C5 1.082
16 H -1.545 -1.067 -1.891  N7 1.014
17 H 0.789 -0.481 -1.597  C6 1.084